Computed, not measured: a structure of composition CAgNO4S2, with the ωB97M-V functional and the def2-TZVPD basis.

The geometry in XYZ format:
```
9
CAgNO4S2 the ωB97M-V functional and the def2-TZVPD basis
Ag 0.1790 1.5924 -0.7035
N -2.0679 -0.8933 0.2358
S -2.2406 -0.4255 -1.2358
O -1.2129 0.6328 -1.6802
S -1.1190 -0.5771 1.4643
O 0.0722 0.3885 0.9696
O 1.9555 0.5784 -0.4921
C 1.9853 -0.1799 0.4573
O 2.4483 -1.1164 0.9846
```

Orbital gap (alpha / beta), hartree: 0.2936 / 0.2319
HOMO level (alpha / beta), eV: -14.50 / -14.44
Total charge: +1
Multiplicity: 2
ΔE to the lowest compared entry with this formula, charge and spin, eV: 0.803
⟨S²⟩: 0.80



Computed, not measured: a structure of composition CBiLiO3, with the ωB97M-V functional and the def2-TZVPD basis.

The geometry in XYZ format:
```
6
CBiLiO3 the ωB97M-V functional and the def2-TZVPD basis
Li -0.3367 1.6771 -3.0133
O 0.6131 0.2703 -2.2817
O -0.6558 -0.5077 1.8939
O 0.4988 -1.0219 1.4019
C -0.9685 0.3285 2.6303
Bi 0.8491 -0.7462 -0.6310
```

Orbital gap (alpha / beta), hartree: 0.3645 / 0.2778
HOMO level (alpha / beta), eV: -27.44 / -27.27
Total charge: +3
Multiplicity: 2
⟨S²⟩: 0.78



Computed, not measured: a cluster of 2 separate species, CBr2O in total, with the ωB97M-V functional and the def2-TZVPD basis.

The geometry in XYZ format:
```
4
CBr2O the ωB97M-V functional and the def2-TZVPD basis
C -0.1563 -0.3598 -0.9534
O -0.4302 -0.8750 -1.9391
Br -0.2160 -0.0236 3.2335
Br 0.8025 1.2584 -0.3409
```

Orbital gap (alpha / beta), hartree: 0.3594 / 0.1999
HOMO level (alpha / beta), eV: -11.35 / -9.10
ΔE to the lowest compared entry with this formula, charge and spin, eV: 2.542



Computed, not measured: a structure of composition CBr3ClO, with the ωB97M-V functional and the def2-TZVPD basis.

The geometry in XYZ format:
```
6
CBr3ClO the ωB97M-V functional and the def2-TZVPD basis
C 0.4968 -0.0468 -0.3933
O -1.4050 0.1325 0.0753
Cl -1.6063 0.1597 1.7619
Br 0.5982 -1.8127 -0.0932
Br 1.5277 0.9953 0.8199
Br 0.3886 0.5720 -2.1706
```

Orbital gap, hartree: 0.3316
HOMO level, eV: -9.87
ΔE to the lowest compared entry with this formula, charge and spin, eV: 0.000



Computed, not measured: an isolated molecule of CBrIOS, with the ωB97M-V functional and the def2-TZVPD basis.

The geometry in XYZ format:
```
5
CBrIOS the ωB97M-V functional and the def2-TZVPD basis
O 0.5674 -0.1901 0.7845
C -0.2679 0.1366 0.0310
Br -2.1740 0.7126 0.9524
S -0.0575 0.1757 -1.7554
I 2.1636 -0.3610 -2.2192
```

Orbital gap, hartree: 0.2992
HOMO level, eV: -9.90
ΔE to the lowest compared entry with this formula, charge and spin, eV: 0.332



Computed, not measured: an isolated molecule of CBrN3S, with the ωB97M-V functional and the def2-TZVPD basis.

The geometry in XYZ format:
```
6
CBrN3S the ωB97M-V functional and the def2-TZVPD basis
C -0.2409 -0.1615 -0.9971
N -0.0501 0.9454 -0.5150
N 0.2776 1.2670 0.7956
N 0.5092 0.3575 1.5740
S 0.2757 -1.1958 1.4360
Br -0.7715 -1.2126 -2.2935
```

Orbital gap (alpha / beta), hartree: 0.2438 / 0.2546
HOMO level (alpha / beta), eV: -7.17 / -9.70
Multiplicity: 3
ΔE to the lowest compared entry with this formula, charge and spin, eV: 0.400
⟨S²⟩: 2.01



Computed, not measured: a structure of composition CBrNO8S2, with the ωB97M-V functional and the def2-TZVPD basis.

The geometry in XYZ format:
```
13
CBrNO8S2 the ωB97M-V functional and the def2-TZVPD basis
C -0.3226 0.4102 0.4792
N 2.1600 0.7369 0.5837
O 2.3408 1.8748 1.0560
O -3.1608 -0.0668 0.6551
O 0.6982 -1.7558 -0.8376
O 2.3242 -0.2801 1.2665
O -1.6087 -1.6549 1.5289
O -1.6784 -1.0356 -0.9784
O 0.1718 0.2122 -2.3246
O 1.9290 0.5951 -0.6870
S -1.8338 -0.5901 0.5408
S 0.0945 -0.4745 -1.0348
Br -1.1141 2.0286 -0.2475
```

Orbital gap, hartree: 0.2539
HOMO level, eV: -1.29
Total charge: -2
ΔE to the lowest compared entry with this formula, charge and spin, eV: 2.961



Computed, not measured: a cluster of 2 separate species, CCl2F2O in total, with the ωB97M-V functional and the def2-TZVPD basis.

The geometry in XYZ format:
```
6
CCl2F2O the ωB97M-V functional and the def2-TZVPD basis
C 0.4583 0.3845 0.1432
O -0.4333 0.5447 0.9373
F 0.1763 0.6725 -1.0903
F -0.2719 -1.8080 -0.2795
Cl 1.9711 -0.2228 0.5493
Cl -2.2257 0.2170 0.2566
```

Orbital gap (alpha / beta), hartree: 0.3369 / 0.1975
HOMO level (alpha / beta), eV: -11.64 / -9.52
ΔE to the lowest compared entry with this formula, charge and spin, eV: 3.870



Computed, not measured: an isolated molecule of CCl2FNOS, with the ωB97M-V functional and the def2-TZVPD basis.

The geometry in XYZ format:
```
7
CCl2FNOS the ωB97M-V functional and the def2-TZVPD basis
C 1.3021 -1.2398 -0.0019
N 0.5468 -0.6054 0.6813
O 2.1733 -1.8578 -0.4349
F -0.2339 0.8154 -1.7766
S -1.0244 0.4782 -0.2104
Cl -0.4581 2.3400 0.3655
Cl -2.3058 0.0694 1.3770
```

Orbital gap (alpha / beta), hartree: 0.2766 / 0.2290
HOMO level (alpha / beta), eV: -8.98 / -10.86
Multiplicity: 3
ΔE to the lowest compared entry with this formula, charge and spin, eV: 0.000
⟨S²⟩: 2.01



Computed, not measured: a cluster of 2 separate species, CClF2NO in total, with the ωB97M-V functional and the def2-TZVPD basis.

The geometry in XYZ format:
```
6
CClF2NO the ωB97M-V functional and the def2-TZVPD basis
C -0.3455 -0.3910 -0.3085
N 1.0632 1.1531 0.3105
O 0.8883 1.4115 1.4170
F -0.9598 0.1934 -1.3404
F -1.2139 -0.5811 0.6764
Cl 0.5678 -1.7858 -0.7550
```

Orbital gap (alpha / beta), hartree: 0.3040 / 0.3019
HOMO level (alpha / beta), eV: -8.80 / -8.95
ΔE to the lowest compared entry with this formula, charge and spin, eV: 1.167